[1]
Density functional theory data (ωB97M-V with the def2-TZVPD basis set) for a molecular structure, C25H20BBrCrN8O in a non-equilibrium geometry.

CARTESIAN COORDINATES (ANGSTROEM)
Cr -0.24 0.14 0.34
C -4.27 0.47 -1.14
C -2.95 0.05 -1.30
N -2.25 0.35 -0.20
N -3.09 0.93 0.66
C -4.31 1.02 0.12
B -2.62 1.34 2.06
N -2.05 0.04 2.65
C -2.54 -0.67 3.67
C -1.87 -1.88 3.72
C -0.96 -1.81 2.67
N -1.08 -0.65 2.04
N -1.48 2.33 1.87
C -1.38 3.63 2.20
C -0.17 4.10 1.72
C 0.41 3.00 1.10
N -0.39 1.95 1.20
H -5.07 0.39 -1.84
H -2.49 -0.44 -2.13
H -5.13 1.46 0.66
H -3.50 1.77 2.72
H -3.34 -0.30 4.28
H -2.03 -2.68 4.41
H -0.24 -2.54 2.36
H -2.16 4.13 2.73
H 0.23 5.09 1.82
H 1.35 2.92 0.58
Br -1.39 -0.65 -6.91
C -0.88 -0.15 -5.15
C -0.79 1.21 -4.81
C -0.43 1.58 -3.55
C -0.16 0.62 -2.53
O 0.13 0.99 -1.34
C -0.25 -0.77 -2.90
C 0.18 -1.76 -1.98
N 0.28 -1.56 -0.70
C 1.12 -2.39 0.05
C 1.35 -3.74 -0.16
C 2.30 -4.40 0.62
C 3.01 -3.75 1.60
C 2.77 -2.38 1.86
C 3.40 -1.66 2.89
C 3.05 -0.34 3.08
C 2.11 0.25 2.24
N 1.49 -0.38 1.25
C 1.81 -1.70 1.07
C -0.60 -1.12 -4.22
H -1.02 1.95 -5.55
H -0.36 2.62 -3.28
H 0.55 -2.70 -2.40
H 0.79 -4.30 -0.89
H 2.48 -5.45 0.45
H 3.75 -4.27 2.19
H 4.13 -2.14 3.53
H 3.49 0.24 3.88
H 1.84 1.29 2.39
H -0.67 -2.17 -4.49

Computed properties:
- <S²> = 0.76
- HOMO level (alpha / beta) (eV) = -10.779 / -10.768
- multiplicity = 2
- total energy (a.u.) = -5121.2579
- net charge = +1
- LUMO (alpha / beta) (eV) = -4.33 / -4.03
- HOMO-LUMO gap (alpha / beta) (eV) = 6.4 / 6.7

=====

[2]
Density functional theory data (ωB97M-V with the def2-TZVPD basis set) for a molecular structure, C25H20Cl3CrN6O4S2.

CARTESIAN COORDINATES (ANGSTROEM)
Cr -0.89 -0.93 0.80
C 0.78 -3.58 1.17
O 0.33 -2.52 0.30
C 0.46 -2.71 -1.06
C 1.11 -3.78 -1.63
C 1.17 -3.85 -3.01
C 0.61 -2.87 -3.81
C -0.03 -1.79 -3.23
C -0.10 -1.71 -1.85
N -0.67 -0.62 -1.13
N -0.93 0.40 -1.80
C -1.50 1.49 -1.19
C -2.11 1.47 0.07
O -2.11 0.42 0.86
C -2.83 2.61 0.52
C -2.86 3.74 -0.22
C -2.21 3.83 -1.48
C -2.23 5.02 -2.24
C -1.60 5.09 -3.45
C -0.92 3.96 -3.95
C -0.89 2.79 -3.23
C -1.54 2.70 -1.98
H 0.23 -4.49 0.93
H 1.86 -3.69 1.05
H 0.54 -3.26 2.18
H 1.60 -4.53 -1.02
H 1.69 -4.69 -3.47
H 0.66 -2.94 -4.89
H -0.47 -1.00 -3.82
H -3.32 2.54 1.48
H -3.40 4.61 0.15
H -2.76 5.88 -1.84
H -1.62 6.00 -4.03
H -0.42 4.02 -4.90
H -0.36 1.93 -3.61
N 1.73 1.18 -0.65
C 1.27 1.39 0.59
N 0.58 0.51 1.29
C 0.34 0.97 2.58
C 0.76 2.22 2.84
S 1.56 2.87 1.45
C -0.31 0.03 3.49
C -0.43 0.08 4.83
S -1.24 -1.34 5.40
C -1.36 -1.92 3.78
N -0.83 -1.11 2.88
N -1.91 -3.11 3.48
H 2.14 0.22 -0.78
H 2.31 1.93 -1.02
H 0.65 2.79 3.75
H -0.06 0.83 5.50
H -2.44 -3.58 4.19
H -2.23 -3.21 2.51
Cl -2.60 -2.52 0.52
Cl 4.81 -1.42 2.75
C 3.96 -0.72 1.37
Cl 4.99 0.50 0.56
C 3.46 -1.77 0.33
O 3.80 -2.94 0.45
O 2.66 -1.26 -0.50
H 3.11 -0.18 1.77

Computed properties:
- <S²> = 0.76
- HOMO level (alpha / beta) (eV) = -8.142 / -8.138
- multiplicity = 2
- total energy (a.u.) = -4815.7143
- ΔE to the lowest compared entry with this formula, charge and spin (kJ/mol) = 5.8
- LUMO (alpha / beta) (eV) = -1.29 / -1.05
- HOMO-LUMO gap (alpha / beta) (eV) = 6.9 / 7.1

=====

[3]
Density functional theory data (ωB97M-V with the def2-TZVPD basis set) for a molecular structure, C25H20ClCoN3O2 in a non-equilibrium geometry.

CARTESIAN COORDINATES (ANGSTROEM)
Co -0.74 0.28 -1.41
Cl 4.62 5.05 -1.17
C 3.21 4.07 -1.44
C 2.13 4.60 -2.16
C 1.03 3.81 -2.40
C 0.95 2.48 -1.95
O -0.11 1.78 -2.23
C 2.04 1.97 -1.16
C 2.01 0.69 -0.54
N 1.07 -0.19 -0.71
C 1.03 -1.41 -0.05
C 1.99 -1.95 0.79
C 1.78 -3.20 1.39
C 0.65 -3.94 1.14
C -0.34 -3.44 0.27
C -1.51 -4.14 -0.07
C -2.42 -3.55 -0.91
C -2.17 -2.28 -1.42
N -1.09 -1.58 -1.12
C -0.15 -2.16 -0.30
C 3.16 2.79 -0.95
H 2.17 5.62 -2.51
H 0.19 4.20 -2.96
H 2.82 0.47 0.16
H 2.89 -1.41 1.02
H 2.52 -3.58 2.08
H 0.50 -4.90 1.61
H -1.68 -5.13 0.33
H -3.33 -4.06 -1.20
H -2.86 -1.81 -2.11
H 4.00 2.41 -0.38
C -3.85 0.86 -2.64
O -2.46 0.59 -2.84
H -4.39 0.84 -3.58
H -4.00 1.83 -2.16
H -4.25 0.09 -1.98
H -2.08 1.28 -3.38
C -1.53 1.25 0.36
C -0.83 0.70 1.49
C -1.22 -0.54 2.06
C -0.52 -1.11 3.10
C 0.61 -0.48 3.62
C 1.02 0.74 3.07
C 0.32 1.31 2.04
C 1.31 -1.04 4.73
N 1.86 -1.50 5.63
H -1.36 2.32 0.21
H -2.59 0.99 0.33
H -2.10 -1.04 1.67
H -0.84 -2.06 3.51
H 1.89 1.24 3.49
H 0.65 2.26 1.62

Computed properties:
- <S²> = 3.77
- HOMO level (alpha / beta) (eV) = -6.498 / -7.188
- multiplicity = 4
- total energy (a.u.) = -3122.3867
- ΔE to the lowest compared entry with this formula, charge and spin (kJ/mol) = 37.7
- LUMO (alpha / beta) (eV) = -1.00 / -1.06
- HOMO-LUMO gap (alpha / beta) (eV) = 5.5 / 6.1

=====

[4]
Density functional theory data (ωB97M-V with the def2-TZVPD basis set) for a molecular structure, C25H20I2N5OSr in a non-equilibrium geometry.

CARTESIAN COORDINATES (ANGSTROEM)
Sr -0.68 -0.03 0.14
C -0.16 -2.86 3.93
C -0.55 -1.83 3.06
N 0.04 -1.58 1.91
C 1.09 -2.36 1.52
C 1.52 -3.47 2.31
C 0.87 -3.68 3.55
C 2.53 -4.33 1.84
C 3.05 -4.11 0.59
C 2.67 -3.01 -0.18
C 1.76 -2.07 0.28
N 1.37 -0.93 -0.37
C 2.12 -0.28 -1.32
C 3.50 -0.42 -1.51
C 4.18 0.24 -2.53
C 3.54 1.09 -3.39
C 2.18 1.38 -3.17
C 1.48 2.35 -3.92
C 0.19 2.66 -3.61
C -0.42 1.99 -2.54
N 0.18 1.05 -1.84
C 1.47 0.72 -2.13
H -0.68 -3.00 4.86
H -1.39 -1.20 3.33
H 1.19 -4.50 4.18
H 2.85 -5.16 2.45
H 3.79 -4.80 0.20
H 3.09 -2.89 -1.17
H 4.05 -1.06 -0.83
H 5.24 0.06 -2.64
H 4.06 1.58 -4.20
H 2.00 2.86 -4.72
H -0.36 3.42 -4.15
H -1.44 2.23 -2.26
I 1.21 2.89 1.57
C -0.01 4.61 1.13
I -2.02 4.12 0.60
H 0.45 5.13 0.30
H -0.04 5.21 2.02
N -6.68 -0.66 4.56
C -5.71 0.28 4.59
O -5.59 1.09 5.48
C -4.74 0.28 3.43
C -4.91 -0.39 2.22
C -3.92 -0.31 1.26
N -2.80 0.39 1.43
C -2.65 1.06 2.57
C -3.58 1.04 3.59
H -7.33 -0.68 5.33
H -6.76 -1.35 3.84
H -5.81 -0.96 2.01
H -4.04 -0.83 0.32
H -1.73 1.64 2.68
H -3.43 1.59 4.51

Computed properties:
- HOMO level (eV) = -9.126
- total energy (a.u.) = -1939.7269
- net charge = +1
- ΔE to the lowest compared entry with this formula, charge and spin (kJ/mol) = 4.7
- LUMO (eV) = -3.08
- HOMO-LUMO gap (eV) = 6.0

=====

Copy entry 3 word for word.
Density functional theory data (ωB97M-V with the def2-TZVPD basis set) for a molecular structure, C25H20ClCoN3O2 in a non-equilibrium geometry.

CARTESIAN COORDINATES (ANGSTROEM)
Co -0.74 0.28 -1.41
Cl 4.62 5.05 -1.17
C 3.21 4.07 -1.44
C 2.13 4.60 -2.16
C 1.03 3.81 -2.40
C 0.95 2.48 -1.95
O -0.11 1.78 -2.23
C 2.04 1.97 -1.16
C 2.01 0.69 -0.54
N 1.07 -0.19 -0.71
C 1.03 -1.41 -0.05
C 1.99 -1.95 0.79
C 1.78 -3.20 1.39
C 0.65 -3.94 1.14
C -0.34 -3.44 0.27
C -1.51 -4.14 -0.07
C -2.42 -3.55 -0.91
C -2.17 -2.28 -1.42
N -1.09 -1.58 -1.12
C -0.15 -2.16 -0.30
C 3.16 2.79 -0.95
H 2.17 5.62 -2.51
H 0.19 4.20 -2.96
H 2.82 0.47 0.16
H 2.89 -1.41 1.02
H 2.52 -3.58 2.08
H 0.50 -4.90 1.61
H -1.68 -5.13 0.33
H -3.33 -4.06 -1.20
H -2.86 -1.81 -2.11
H 4.00 2.41 -0.38
C -3.85 0.86 -2.64
O -2.46 0.59 -2.84
H -4.39 0.84 -3.58
H -4.00 1.83 -2.16
H -4.25 0.09 -1.98
H -2.08 1.28 -3.38
C -1.53 1.25 0.36
C -0.83 0.70 1.49
C -1.22 -0.54 2.06
C -0.52 -1.11 3.10
C 0.61 -0.48 3.62
C 1.02 0.74 3.07
C 0.32 1.31 2.04
C 1.31 -1.04 4.73
N 1.86 -1.50 5.63
H -1.36 2.32 0.21
H -2.59 0.99 0.33
H -2.10 -1.04 1.67
H -0.84 -2.06 3.51
H 1.89 1.24 3.49
H 0.65 2.26 1.62

Computed properties:
- <S²> = 3.77
- HOMO level (alpha / beta) (eV) = -6.498 / -7.188
- multiplicity = 4
- total energy (a.u.) = -3122.3867
- ΔE to the lowest compared entry with this formula, charge and spin (kJ/mol) = 37.7
- LUMO (alpha / beta) (eV) = -1.00 / -1.06
- HOMO-LUMO gap (alpha / beta) (eV) = 5.5 / 6.1

=====

> The highest total energy belongs to which entry?

C25H20I2N5OSr